A molecular structure, C25H25MoN5O3S2. Source: OMol25; level of theory: ωB97M-V/def2-TZVPD.

```
61
C25H25MoN5O3S2 ωB97M-V/def2-TZVPD
Mo -0.350 -0.662 0.170
N -1.497 7.635 -0.915
C -1.092 6.352 -0.696
C -1.335 5.726 0.536
C -0.959 4.418 0.743
C -0.327 3.724 -0.280
C -0.070 4.324 -1.511
C -0.456 5.624 -1.719
S 0.191 2.096 -0.046
O 1.592 1.965 -0.316
O -0.289 1.552 1.243
N -0.585 1.078 -1.096
C -1.977 1.152 -1.080
N -2.521 -0.032 -0.747
C -3.846 -0.101 -0.646
C -4.644 0.994 -0.899
C -3.986 2.164 -1.246
N -2.664 2.253 -1.334
H -1.766 8.204 -0.132
H -1.149 8.128 -1.718
H -1.822 6.280 1.329
H -1.151 3.930 1.689
H 0.424 3.766 -2.296
H -0.269 6.099 -2.673
H -4.262 -1.062 -0.368
H -5.719 0.945 -0.830
H -4.537 3.072 -1.463
O -1.369 -1.512 1.627
N -2.055 -2.663 1.432
C -2.879 -3.049 2.434
C -3.588 -4.206 2.321
C -3.441 -4.978 1.159
C -2.594 -4.563 0.164
C -1.871 -3.367 0.297
S -0.740 -2.799 -0.863
H -2.904 -2.375 3.277
H -4.244 -4.508 3.123
H -3.994 -5.900 1.047
H -2.455 -5.136 -0.741
C 2.122 -3.055 1.702
C 2.583 -1.794 0.963
C 3.264 -0.836 1.967
C 1.372 -1.093 0.462
C 3.521 -2.074 -0.214
C 3.951 -1.012 -1.011
C 4.817 -1.224 -2.070
C 5.273 -2.505 -2.351
C 4.855 -3.565 -1.564
C 3.983 -3.351 -0.503
H 1.400 -2.778 2.472
H 2.966 -3.542 2.190
H 1.650 -3.765 1.022
H 2.602 -0.633 2.809
H 3.528 0.112 1.500
H 4.176 -1.305 2.336
H 1.546 -0.326 -0.354
H 3.620 0.001 -0.804
H 5.140 -0.387 -2.675
H 5.951 -2.673 -3.177
H 5.206 -4.567 -1.772
H 3.673 -4.197 0.095
```

The HOMO energy (alpha / beta) is -10.74 / -10.74 eV. As for the spin multiplicity: 2. Its charge is +1.

***

9 unconnected molecules or ions with the total composition C102H93N3O18 in a non-equilibrium geometry. Source: OMol25; level of theory: ωB97M-V/def2-TZVPD.

```
216
C102H93N3O18 ωB97M-V/def2-TZVPD
O 7.676 0.590 1.449
C 6.678 0.630 2.144
C 5.364 1.088 1.612
C 5.240 1.653 0.331
C 3.985 1.968 -0.179
C 2.853 1.692 0.582
C 3.017 1.249 1.889
C 4.247 1.020 2.438
C 4.257 0.566 3.866
O 3.270 0.466 4.560
C 5.569 0.083 4.324
C 5.670 -0.456 5.601
C 6.865 -0.948 6.055
C 7.995 -0.861 5.293
C 7.944 -0.342 4.026
C 6.763 0.143 3.548
H 6.142 1.775 -0.238
H 3.905 2.429 -1.171
H 1.894 2.063 0.242
H 2.157 1.325 2.571
H 4.868 -0.211 6.258
H 6.982 -1.375 7.034
H 8.918 -1.209 5.648
H 8.832 -0.325 3.439
O -5.138 -1.814 5.450
C -4.730 -1.243 4.454
C -4.101 -2.006 3.313
C -3.704 -3.375 3.428
C -3.140 -3.996 2.373
C -2.844 -3.345 1.208
C -3.122 -2.039 1.084
C -3.756 -1.321 2.146
C -4.234 0.075 1.919
O -4.184 0.584 0.821
C -4.651 0.836 3.174
C -4.836 2.201 3.015
C -5.203 2.905 4.171
C -5.388 2.317 5.431
C -5.208 0.956 5.540
C -4.857 0.242 4.393
H -4.038 -3.803 4.354
H -2.783 -5.010 2.400
H -2.400 -3.840 0.342
H -2.691 -1.549 0.237
H -4.672 2.647 2.051
H -5.338 4.004 4.125
H -5.692 2.836 6.261
H -5.261 0.456 6.520
O 2.652 -3.022 4.224
C 3.830 -3.099 4.172
C 4.607 -2.842 2.940
C 3.971 -2.333 1.830
C 4.655 -2.196 0.640
C 6.073 -2.344 0.630
C 6.699 -2.929 1.721
C 5.943 -3.217 2.906
C 6.677 -3.794 4.121
O 7.868 -4.037 4.025
C 5.939 -3.934 5.368
C 6.629 -4.477 6.468
C 5.934 -4.653 7.609
C 4.586 -4.319 7.643
C 3.909 -3.744 6.603
C 4.596 -3.586 5.371
H 2.926 -2.108 1.869
H 4.163 -1.818 -0.273
H 6.696 -2.213 -0.268
H 7.751 -3.088 1.783
H 7.659 -4.789 6.411
H 6.340 -5.094 8.464
H 4.076 -4.446 8.579
H 2.919 -3.305 6.712
O -1.354 6.537 2.031
C -1.009 6.512 0.866
C 0.178 7.175 0.363
C 0.823 8.040 1.246
C 1.984 8.620 0.896
C 2.453 8.318 -0.362
C 1.920 7.314 -1.189
C 0.752 6.684 -0.796
C 0.083 5.727 -1.676
O 0.534 5.491 -2.834
C -1.263 5.198 -1.292
C -2.035 4.311 -2.061
C -3.299 3.851 -1.644
C -3.715 4.170 -0.341
C -3.045 5.110 0.396
C -1.817 5.660 -0.097
H 0.286 8.158 2.193
H 2.604 9.271 1.503
H 3.280 8.863 -0.715
H 2.451 7.076 -2.119
H -1.598 3.926 -3.008
H -3.933 3.273 -2.313
H -4.591 3.691 0.095
H -3.338 5.146 1.416
O -0.872 -4.158 -2.689
C -1.576 -3.186 -2.744
C -2.829 -3.182 -3.554
C -3.232 -4.337 -4.243
C -4.483 -4.328 -4.754
C -5.370 -3.250 -4.750
C -4.933 -2.081 -4.150
C -3.721 -2.063 -3.491
C -3.246 -0.862 -2.783
O -3.668 0.236 -3.067
C -2.022 -0.899 -1.981
C -1.803 0.160 -1.102
C -0.717 0.032 -0.202
C 0.227 -0.971 -0.399
C 0.011 -1.949 -1.321
C -1.169 -1.962 -2.104
H -2.622 -5.238 -4.175
H -4.860 -5.244 -5.185
H -6.403 -3.422 -5.093
H -5.549 -1.165 -4.107
H -2.555 0.975 -1.023
H -0.595 0.750 0.589
H 1.130 -1.026 0.213
H 0.714 -2.757 -1.401
O -2.466 -4.989 -7.878
C -2.531 -3.851 -7.516
C -3.756 -3.126 -7.774
C -4.885 -3.820 -8.278
C -5.957 -3.158 -8.804
C -6.006 -1.767 -8.746
C -4.928 -1.043 -8.276
C -3.778 -1.716 -7.789
C -2.581 -0.998 -7.255
O -2.444 0.205 -7.224
C -1.497 -1.751 -6.564
C -0.599 -1.069 -5.710
C 0.417 -1.833 -5.113
C 0.513 -3.196 -5.388
C -0.401 -3.859 -6.164
C -1.450 -3.163 -6.710
H -4.861 -4.893 -8.319
H -6.823 -3.712 -9.243
H -6.920 -1.202 -8.963
H -5.082 0.039 -8.140
H -0.762 -0.013 -5.527
H 1.170 -1.349 -4.552
H 1.355 -3.764 -5.114
H -0.320 -4.932 -6.298
C -2.346 -6.680 -1.603
O -3.414 -5.776 -1.672
C -4.612 -6.458 -1.234
C -5.681 -5.498 -1.425
N -5.604 -4.122 -0.800
C -6.110 -4.074 0.527
C -7.642 -4.039 0.543
O -8.073 -3.632 1.794
C -9.415 -3.989 2.056
H -2.691 -7.675 -1.767
H -1.879 -6.814 -0.597
H -1.637 -6.308 -2.344
H -4.437 -6.687 -0.171
H -4.769 -7.480 -1.667
H -6.717 -5.852 -1.144
H -5.831 -5.306 -2.505
H -4.650 -3.675 -0.900
H -5.713 -3.140 0.882
H -5.668 -5.006 1.082
H -7.993 -5.076 0.302
H -8.015 -3.357 -0.348
H -9.516 -5.073 1.921
H -10.117 -3.423 1.463
H -9.552 -3.726 3.144
C 3.355 5.058 1.200
O 3.190 5.870 2.378
C 3.028 5.056 3.578
C 1.523 4.725 3.819
N 0.959 3.808 2.738
C -0.471 3.417 2.881
C -0.656 2.265 3.843
O -0.226 1.130 3.118
C -0.025 -0.108 3.810
H 3.424 5.774 0.359
H 2.563 4.388 0.955
H 4.265 4.382 1.213
H 3.380 5.583 4.449
H 3.535 4.089 3.399
H 0.891 5.658 3.869
H 1.444 4.375 4.886
H 1.556 2.952 2.619
H -0.843 3.030 1.918
H -1.118 4.269 3.117
H -1.680 2.110 4.136
H -0.131 2.410 4.795
H -0.944 -0.488 4.254
H 0.752 0.005 4.551
H 0.314 -0.822 3.003
C 2.478 0.108 -3.070
O 1.613 0.927 -3.834
C 1.721 2.296 -3.436
C 3.021 2.872 -4.049
N 3.272 4.109 -3.306
C 4.403 4.860 -3.725
C 4.952 5.522 -2.463
O 5.910 6.511 -2.602
C 7.246 6.072 -2.510
H 2.755 0.475 -2.105
H 3.450 -0.094 -3.568
H 2.033 -0.892 -2.877
H 1.775 2.345 -2.350
H 0.871 2.869 -3.686
H 2.825 3.096 -5.130
H 3.801 2.181 -3.781
H 2.422 4.538 -3.041
H 4.279 5.685 -4.450
H 5.175 4.174 -4.117
H 5.345 4.750 -1.726
H 4.152 6.057 -1.930
H 7.833 6.986 -2.458
H 7.507 5.462 -3.358
H 7.327 5.443 -1.633
```

The HOMO energy is -8.55 eV. Its structure (SMILES) is O=C1c2ccccc2C(=O)c2ccccc21.O=C1c2ccccc2C(=O)c2ccccc21.O=C1c2ccccc2C(=O)c2ccccc21.O=C1c2ccccc2C(=O)c2ccccc21.O=C1c2ccccc2C(=O)c2ccccc21.O=C1c2ccccc2C(=O)c2ccccc21.COCCNCCOC.COCCNCCOC.COCCNCCOC.

***

A single C5H10O2 molecule. Source: OMol25; level of theory: ωB97M-V/def2-TZVPD.

```
17
C5H10O2 ωB97M-V/def2-TZVPD
C 1.255 -0.994 -1.123
C 0.699 -0.296 0.104
C -0.680 -0.526 0.805
O -1.794 -0.689 -0.066
C -0.631 0.962 1.195
C 0.306 1.196 -0.011
O -0.354 1.523 -1.211
H 1.684 -1.972 -0.885
H 2.068 -0.370 -1.513
H 0.526 -1.113 -1.928
H 1.436 -0.378 0.914
H -0.714 -1.269 1.611
H -2.052 -1.613 -0.091
H -0.101 1.114 2.140
H -1.590 1.487 1.214
H 1.111 1.929 0.095
H -1.170 1.008 -1.251
```

The HOMO energy is -9.66 eV. Its structure (SMILES) is C[C@@H]1[C@H](O)C[C@@H]1O. The energy above the lowest of the compared OMol25 structures with the same formula, charge and spin is 44.3 kcal per mole.

***

6 unconnected molecules or ions with the total composition C18H36O18 in a non-equilibrium geometry. Source: OMol25; level of theory: ωB97M-V/def2-TZVPD.

```
72
C18H36O18 ωB97M-V/def2-TZVPD
C -8.101 -25.844 -3.448
O -7.748 -25.368 -4.793
C -8.017 -24.082 -5.122
O -8.497 -23.284 -4.376
O -7.462 -23.957 -6.407
C -7.437 -22.717 -7.054
H -9.130 -25.859 -3.090
H -7.513 -25.389 -2.651
H -7.803 -26.893 -3.428
H -7.290 -23.011 -8.093
H -6.579 -22.081 -6.836
H -8.364 -22.151 -6.954
C 0.333 -44.199 -11.834
O -0.071 -43.844 -10.501
C -1.191 -44.327 -9.976
O -1.904 -45.195 -10.515
O -1.410 -43.739 -8.832
C -2.542 -43.768 -7.941
H -0.137 -45.129 -12.156
H 1.416 -44.240 -11.950
H -0.037 -43.403 -12.480
H -2.338 -44.451 -7.117
H -3.458 -44.012 -8.478
H -2.690 -42.735 -7.626
C 5.358 -40.357 -3.485
O 5.072 -40.477 -4.791
C 3.897 -39.938 -5.286
O 3.055 -39.377 -4.590
O 3.869 -40.044 -6.607
C 2.717 -39.498 -7.283
H 6.366 -40.725 -3.294
H 4.660 -41.041 -3.001
H 5.394 -39.291 -3.260
H 1.779 -39.877 -6.877
H 2.926 -39.648 -8.342
H 2.699 -38.412 -7.198
C -14.524 -23.874 -7.902
O -13.681 -24.959 -7.435
C -12.970 -25.834 -8.231
O -12.582 -26.924 -7.824
O -12.860 -25.453 -9.566
C -12.332 -26.374 -10.513
H -15.227 -24.215 -8.661
H -13.822 -23.242 -8.447
H -14.960 -23.312 -7.076
H -11.717 -27.123 -10.015
H -11.677 -25.813 -11.180
H -13.012 -26.907 -11.179
C -9.031 -32.978 1.636
O -8.422 -33.755 0.599
C -7.264 -33.289 0.116
O -6.531 -32.381 0.516
O -7.004 -34.101 -0.927
C -5.768 -33.984 -1.557
H -8.938 -33.414 2.631
H -10.097 -32.810 1.481
H -8.774 -31.919 1.654
H -5.677 -33.180 -2.287
H -5.564 -34.936 -2.047
H -4.929 -33.766 -0.897
C -5.830 -31.683 -7.944
O -4.882 -32.741 -8.129
C -5.377 -33.842 -8.693
O -6.425 -33.854 -9.339
O -4.638 -34.861 -8.268
C -4.828 -36.202 -8.695
H -5.235 -30.793 -8.152
H -6.180 -31.754 -6.914
H -6.642 -31.639 -8.669
H -4.018 -36.887 -8.441
H -5.153 -36.189 -9.735
H -5.686 -36.554 -8.122
```

The HOMO energy is -10.54 eV. Its structure (SMILES) is COC(=O)OC.COC(=O)OC.COC(=O)OC.COC(=O)OC.COC(=O)OC.COC(=O)OC. The energy above the lowest of the compared OMol25 structures with the same formula, charge and spin is 83.6 kcal per mole.

***

A single C6H7NO molecule in a non-equilibrium geometry. Source: OMol25; level of theory: ωB97M-V/def2-TZVPD.

```
15
C6H7NO ωB97M-V/def2-TZVPD
C -0.047 -0.922 2.412
O -0.971 -0.048 1.539
C -0.555 -0.063 0.236
C -1.125 0.866 -0.668
C -0.299 1.098 -1.729
C 0.927 0.406 -1.843
C 1.321 -0.517 -0.996
N 0.726 -0.667 0.251
H 0.666 -1.833 1.811
H -0.980 -1.339 3.113
H 0.528 0.009 3.167
H -2.087 1.131 -0.457
H -0.551 1.956 -2.330
H 1.386 0.769 -2.791
H 2.394 -0.846 -1.049
```

The HOMO energy is -8.76 eV. Its structure (SMILES) is COc1ccccn1. The energy above the lowest of the compared OMol25 structures with the same formula, charge and spin is 88.1 kcal per mole.

***

2 unconnected molecules or ions with the total composition CH4NO3 in a non-equilibrium geometry. Source: OMol25; level of theory: ωB97M-V/def2-TZVPD.

```
9
CH4NO3 ωB97M-V/def2-TZVPD
C 1.416 0.622 -0.468
N -1.701 -0.467 0.278
O -1.151 -0.696 1.594
O 1.186 0.233 0.737
O 1.122 1.634 -1.044
H 1.859 -0.323 -1.009
H -1.246 -0.906 -0.485
H -0.161 -0.339 1.445
H -1.521 0.475 0.154
```

The HOMO energy is -4.62 eV. Its charge is -1. The energy above the lowest of the compared OMol25 structures with the same formula, charge and spin is 64.7 kcal per mole.

***

A single C5H6O molecule in a non-equilibrium geometry. Source: OMol25; level of theory: ωB97M-V/def2-TZVPD.

```
12
C5H6O ωB97M-V/def2-TZVPD
C -1.094 -0.599 -0.986
C -0.627 0.427 -0.004
C 0.824 0.905 -0.041
C 0.265 0.032 1.088
C 1.061 -0.759 1.734
O 2.070 -1.064 2.189
H -0.368 -1.161 -1.530
H -1.780 -0.093 -1.742
H -1.611 -1.297 -0.340
H -1.327 1.178 0.335
H 1.575 0.503 -0.878
H 1.012 1.928 0.174
```

The HOMO energy is -8.63 eV. Its structure (SMILES) is C[C@@H]1CC1=C=O. The energy above the lowest of the compared OMol25 structures with the same formula, charge and spin is 62.2 kcal per mole.

***

A single C6H7NO2 molecule in a non-equilibrium geometry. Source: OMol25; level of theory: ωB97M-V/def2-TZVPD.

```
16
C6H7NO2 ωB97M-V/def2-TZVPD
C 0.696 1.726 1.597
C 1.235 0.970 0.636
C 0.507 0.101 -0.375
N 0.957 0.320 -1.612
C -0.592 -0.724 -0.202
C -1.296 -1.268 -1.347
O -1.276 -0.831 -2.492
C -1.068 -1.137 1.080
O -1.841 -2.083 1.242
H -0.350 1.571 1.845
H 1.219 2.383 2.318
H 2.290 0.957 0.491
H 1.817 0.803 -1.824
H 0.407 -0.072 -2.378
H -1.970 -2.112 -0.968
H -0.735 -0.606 1.988
```

The HOMO energy is -9.05 eV. Its structure (SMILES) is C=CC(N)=C(C=O)C=O. The energy above the lowest of the compared OMol25 structures with the same formula, charge and spin is 32.9 kcal per mole.

***

Question: What is the formula in the eighth record?
Answer: C6H7NO2